{"formula": "C4H9OPS", "method": "ωB97M-V/def2-TZVPD", "elements": ["C", "C", "C", "C", "O", "P", "S", "H", "H", "H", "H", "H", "H", "H", "H", "H"], "xyz": [[-0.5781, -0.4989, -0.8661], [0.6919, -0.2077, -0.0277], [1.4969, 0.8641, -0.7646], [0.3293, 0.2548, 1.3788], [-1.6624, -0.9778, -0.1007], [-3.0842, -0.1989, 0.0257], [1.7481, -1.6999, 0.0910], [-0.8666, 0.4221, -1.3868], [-0.3514, -1.2660, -1.6124], [0.9583, 1.8103, -0.7610], [1.6738, 0.5621, -1.7936], [2.4602, 1.0068, -0.2811], [-0.1500, -0.5463, 1.9317], [-0.3468, 1.1039, 1.3325], [1.2256, 0.5478, 1.9131], [-3.5445, -1.1764, 0.9214]], "forces_ev_per_a": [[0.13, 0.21, -0.36], [-0.35, -0.32, -0.01], [0.23, -0.29, 0.06], [0.15, -0.17, -0.08], [0.57, -0.52, 0.25], [-0.02, 0.26, -0.13], [-0.16, 0.29, 0.01], [-0.07, 0.05, 0.02], [0.02, 0.19, 0.01], [-0.10, 0.03, 0.02], [0.05, 0.05, -0.18], [0.08, 0.08, 0.02], [-0.13, -0.02, 0.10], [-0.18, 0.16, -0.01], [0.17, 0.08, 0.08], [-0.38, -0.07, 0.21]], "homo_ev": [-9.407, -7.742], "multiplicity": 1, "e_tot_ev": -26463.026, "relative_energy_kj_mol": 330.6, "lumo_energy_ev": [-0.49, -2.01], "orbital_gap_ha": [0.328, 0.211]}

***

{"formula": "C4H9OPS", "method": "ωB97M-V/def2-TZVPD", "elements": ["C", "C", "C", "C", "O", "P", "S", "H", "H", "H", "H", "H", "H", "H", "H", "H"], "xyz": [[-1.1958, -0.6330, 0.1540], [-1.0802, 0.7602, -0.2997], [-0.1039, -1.5150, -0.4395], [-0.0096, 1.6301, 0.2962], [3.4495, 1.1085, 0.1031], [1.5724, -1.4015, 0.4023], [2.2865, 0.5207, -0.5914], [-1.1188, -0.7557, 1.2248], [-2.1521, -1.1272, -0.2024], [-0.9819, 0.6304, -1.3528], [-1.9779, 1.2742, -0.4168], [-0.4272, -2.5785, -0.2074], [0.3515, -1.2699, -1.4127], [0.1595, 2.5648, -0.0523], [0.1700, 1.5882, 1.3833], [1.0583, -0.7964, 1.4115]], "forces_ev_per_a": [[-0.71, -1.86, -0.53], [1.64, 0.68, -0.51], [1.33, -1.06, 1.24], [-2.19, -2.11, 2.48], [0.67, 0.13, 0.72], [1.63, -0.94, -2.51], [-0.33, -1.62, -0.94], [-0.34, 0.06, 0.48], [0.72, 0.91, 0.57], [1.07, 0.17, -1.41], [-2.13, 1.13, 0.97], [0.70, 0.97, -1.21], [-1.59, -0.56, -0.59], [0.56, 2.64, -1.55], [-0.03, -0.40, -0.54], [-0.99, 1.87, 3.33]], "homo_ev": [-7.157, -8.922], "multiplicity": 3, "e_tot_ev": -26460.455, "relative_energy_kj_mol": 256.8, "lumo_energy_ev": [0.68, -1.39], "orbital_gap_ha": [0.288, 0.277]}

***

{"formula": "C4H9OS", "method": "ωB97M-V/def2-TZVPD", "elements": ["C", "O", "C", "C", "H", "H", "H", "H", "H", "H", "C", "S", "H", "H", "H"], "xyz": [[0.1167, 1.6610, -0.2547], [0.4799, 1.0093, 0.9353], [-1.0631, 0.9940, -0.9038], [-2.2270, 1.5733, -1.1924], [0.9615, 1.6173, -0.9615], [-0.0883, 2.7131, -0.0300], [0.8802, 0.0813, 0.6680], [-0.9143, -0.0658, -1.0945], [-3.0301, 1.0586, -1.7024], [-2.3717, 2.6154, -0.9170], [1.4855, -2.7347, 1.2055], [1.5259, -1.5448, -0.1908], [0.8870, -2.2997, 2.0106], [0.9200, -3.5887, 0.8264], [2.4376, -3.0897, 1.6015]], "forces_ev_per_a": [[0.19, -0.45, 0.11], [0.15, -0.44, 0.12], [-0.42, -0.05, -0.08], [0.59, 0.22, 0.18], [-0.08, 0.13, -0.08], [-0.08, 0.00, -0.05], [-0.36, 0.93, 0.14], [0.08, 0.02, -0.09], [-0.07, -0.06, 0.11], [-0.15, 0.01, -0.17], [-0.89, 0.12, -0.41], [0.56, -0.30, -0.07], [0.19, -0.11, 0.16], [0.13, -0.24, 0.28], [0.15, 0.21, -0.14]], "homo_ev": -2.873, "multiplicity": 1, "e_tot_ev": -17176.686, "charge": -1, "relative_energy_kj_mol": 67.0, "lumo_energy_ev": 3.91, "orbital_gap_ha": 0.249}

***

{"formula": "C4H9OS", "method": "ωB97M-V/def2-TZVPD", "elements": ["C", "S", "H", "H", "H", "C", "O", "C", "C", "H", "H", "H", "H", "H", "H"], "xyz": [[-1.2075, -2.8408, -0.4266], [0.4984, -2.2389, -0.7030], [-1.4898, -2.7399, 0.6213], [-1.9318, -2.2713, -1.0183], [-1.2913, -3.8871, -0.7144], [1.2607, 0.9467, 0.6375], [0.6389, -0.0172, 1.4595], [0.2686, 1.5150, -0.3323], [-0.1902, 2.7574, -0.2826], [2.1177, 0.5083, 0.1215], [1.6252, 1.7427, 1.2949], [0.5872, -0.8515, 0.9081], [-0.1075, 0.8216, -1.0772], [-0.9659, 3.1047, -0.9524], [0.1872, 3.4502, 0.4639]], "forces_ev_per_a": [[0.13, 0.28, -0.11], [0.05, -0.12, -0.07], [-0.06, -0.07, 0.08], [0.02, -0.04, 0.02], [-0.07, -0.13, 0.03], [-0.25, -0.01, 0.33], [0.13, -0.12, 0.08], [0.01, 0.08, -0.20], [0.09, -0.02, 0.11], [0.06, -0.01, -0.18], [0.06, 0.05, -0.04], [-0.08, 0.11, -0.05], [-0.01, -0.14, 0.07], [0.03, 0.09, -0.06], [-0.08, 0.06, -0.01]], "homo_ev": -2.724, "multiplicity": 1, "e_tot_ev": -17176.802, "charge": -1, "relative_energy_kj_mol": 55.8, "lumo_energy_ev": 3.88, "orbital_gap_ha": 0.243}

***

{"formula": "C4H9OS", "method": "ωB97M-V/def2-TZVPD", "elements": ["C", "C", "C", "C", "O", "S", "H", "H", "H", "H", "H", "H", "H", "H", "H"], "xyz": [[-2.2390, -0.5982, 0.7469], [-0.3229, 1.5372, 0.7579], [0.6571, 0.9405, -0.0867], [2.0973, -1.0713, 0.1170], [-2.9869, -0.2895, 1.7374], [0.5734, -0.7004, -0.7637], [-2.0577, -0.1461, -0.3624], [-0.8926, -0.7539, 1.2523], [-1.2626, 2.1751, 0.5815], [1.8168, 1.1818, 0.0702], [0.0714, 2.2152, 1.4002], [0.2442, 1.5522, -1.0346], [1.7035, -0.9607, 1.2336], [2.9271, -0.4338, -0.1934], [2.4780, -2.0065, -0.1284]], "forces_ev_per_a": [[1.05, 4.43, 6.07], [-1.60, 1.62, -1.30], [0.85, 0.81, -2.31], [-1.11, 0.93, 2.35], [3.13, -2.31, -6.60], [0.58, 0.16, -0.54], [-1.70, -1.65, 1.98], [-2.72, -0.14, -1.38], [0.15, -2.58, -0.56], [-3.03, -0.19, 0.25], [2.01, 1.55, 2.68], [0.90, -0.53, 1.24], [1.79, -0.43, -2.13], [-0.36, 0.48, 0.34], [0.07, -2.14, -0.08]], "homo_ev": [-13.994, -13.908], "multiplicity": 1, "e_tot_ev": -17161.388, "charge": 1, "relative_energy_kj_mol": 622.6, "lumo_energy_ev": [-7.07, -7.69], "orbital_gap_ha": [0.254, 0.229]}

***

{"formula": "C4HBr2Cl2F2N2", "method": "ωB97M-V/def2-TZVPD", "elements": ["C", "C", "C", "C", "N", "N", "F", "F", "Cl", "Cl", "Br", "Br", "H"], "xyz": [[0.4077, 0.1923, -1.2631], [-0.9309, 0.0270, -1.1437], [-1.1099, -0.4354, 1.1595], [1.3030, 0.3071, -0.0175], [1.0889, -0.7837, 0.8371], [-1.6559, -0.1369, 0.0402], [-1.7361, 0.0300, -2.1935], [1.0339, 1.5241, 0.5732], [1.1053, 0.3862, -2.7886], [3.0483, 0.2813, -0.4530], [-1.6065, -0.6099, 2.8477], [1.7267, -0.7685, 2.4917], [-2.6746, -0.0138, -0.0901]], "forces_ev_per_a": [[-1.02, -0.17, 0.56], [1.85, 0.28, -1.23], [3.33, -0.22, -0.88], [0.68, 1.30, -0.52], [-3.56, -0.86, 0.01], [-0.93, -0.18, 0.70], [0.01, -0.07, 0.38], [0.09, -0.29, -0.11], [-0.26, -0.01, -0.15], [-0.70, -0.02, 0.35], [-0.35, 0.02, -0.11], [0.52, 0.25, 0.73], [0.33, -0.02, 0.28]], "homo_ev": [-13.862, -13.862], "multiplicity": 1, "e_tot_ev": -177696.477, "charge": 1, "lumo_energy_ev": [-6.36, -6.36], "orbital_gap_ha": [0.276, 0.276]}

***

{"formula": "C4HBr2ClF2", "method": "ωB97M-V/def2-TZVPD", "elements": ["C", "C", "C", "C", "F", "F", "Cl", "Br", "Br", "H"], "xyz": [[2.8450, 0.8097, -0.0541], [2.5529, 2.0083, -0.0895], [3.5378, -0.4757, 0.2019], [3.1523, -1.7828, 0.0530], [2.0758, -2.2194, -0.5518], [4.0451, -2.7067, 0.4249], [5.0407, -0.1139, 1.1090], [1.8034, 3.6290, -0.0968], [-0.2858, -0.3618, 1.2939], [0.3343, -0.1344, 0.0088]], "forces_ev_per_a": [[0.10, 0.76, 0.04], [0.27, -3.22, 0.00], [-0.74, 0.73, 0.48], [2.07, 2.31, 0.23], [0.55, -0.09, 0.37], [-1.53, 0.05, -0.49], [-0.75, -0.67, -0.63], [0.09, 0.12, -0.04], [0.21, 0.07, -0.53], [-0.28, -0.05, 0.57]], "homo_ev": -9.339, "multiplicity": 1, "smiles": "FC(F)=C(Cl)C#CBr.Br", "e_tot_ev": -162203.059, "relative_energy_kj_mol": 140.6, "lumo_energy_ev": 0.30, "orbital_gap_ha": 0.354}

***

{"formula": "C4HBr2F3O", "method": "ωB97M-V/def2-TZVPD", "elements": ["C", "C", "C", "C", "O", "F", "F", "F", "Br", "Br", "H"], "xyz": [[1.4009, -0.4259, 0.0461], [0.6339, 0.5843, -0.5594], [0.8207, -0.7486, 1.2930], [-0.2975, 0.9010, 0.3847], [-0.3055, 0.0825, 1.4371], [2.3716, -0.9985, -0.6006], [0.8064, 1.1541, -1.7512], [-1.1417, 1.8869, 0.3742], [-2.6873, 0.2048, -2.2911], [-2.6535, -1.2753, -0.5547], [1.0521, -1.3653, 2.2219]], "forces_ev_per_a": [[-1.65, -0.97, 2.21], [-0.90, 0.68, 0.99], [0.51, -0.01, -0.50], [0.30, -0.43, -0.72], [1.51, 0.53, -0.32], [1.22, -0.70, -0.11], [0.14, -0.11, 0.30], [-0.77, 0.23, 0.16], [0.00, -0.04, 0.01], [-0.07, -0.03, -0.07], [-0.27, 0.86, -1.96]], "homo_ev": -8.949, "multiplicity": 1, "smiles": "Fc1coc(F)c1F.BrBr", "e_tot_ev": -154446.546, "relative_energy_kj_mol": 78.6, "lumo_energy_ev": -1.51, "orbital_gap_ha": 0.273}